Run 1
The following is a quantum chemistry calculation of a 2-piece molecular cluster, C7H10O overall, from the OMol25 dataset.

Summary:
E_HOMO   -9.0 eV
HOMO-LUMO gap   9.5 eV
Charge   0
Structure (SMILES)   C[C@]12C[C@H]1C2.C=C=O

Each line ends with the natural charge from an NBO analysis.
Positions of all 18 atoms, in Å:
C: -4.041 -0.522 -0.333  0.72
C: 0.221 0.263 -1.012  -0.41
C: 1.107 0.865 1.007  -0.40
C: -0.233 0.495 0.425  -0.22
C: 0.812 -0.436 0.169  -0.03
C: -5.227 0.016 -0.647  -0.77
C: 1.398 -1.770 0.303  -0.62
O: -2.965 -0.853 0.103  -0.48
H: -0.339 -0.374 -1.632  0.20
H: 0.877 0.950 -1.507  0.18
H: 1.791 1.627 0.466  0.19
H: 1.377 0.620 1.999  0.21
H: -1.247 0.431 0.696  0.23
H: -5.882 -0.346 -1.400  0.26
H: -5.501 0.841 0.048  0.27
H: 0.971 -2.658 -0.328  0.22
H: 1.079 -1.959 1.328  0.22
H: 2.443 -1.623 0.063  0.22

Run 2
The following is a quantum chemistry calculation of a 2-piece molecular cluster, C7H10O overall, from the OMol25 dataset.

Summary:
E_HOMO   -8.9 eV
HOMO-LUMO gap   9.7 eV
Charge   0
Structure (SMILES)   Cc1ccccc1.O

Each line ends with the natural charge from an NBO analysis.
Positions of all 18 atoms, in Å:
C: -0.805 -1.451 -1.199  -0.22
C: -1.458 -1.562 0.099  -0.21
C: 0.386 -0.727 -1.371  -0.22
C: -0.901 -0.802 1.141  -0.23
C: 0.947 -0.098 -0.272  -0.21
C: 0.378 -0.208 1.042  -0.01
C: 1.110 0.266 2.282  -0.63
H: -1.208 -1.988 -2.067  0.21
H: -2.394 -2.135 0.076  0.22
H: 0.825 -0.666 -2.375  0.22
H: -1.400 -1.007 2.098  0.21
H: 1.964 0.314 -0.241  0.21
H: 1.657 -0.534 2.809  0.22
H: 0.422 0.751 2.995  0.22
H: 1.838 1.016 1.929  0.22
O: -0.139 3.175 -2.221  -0.94
H: -0.946 3.009 -1.682  0.47
H: -0.277 2.648 -3.041  0.47

According to the calculations, the structures order from most to least stable as run 2, run 1.

Run 1
The following is a quantum chemistry calculation of one molecule with the formula CH3NSSi, from the OMol25 dataset.

Summary:
E_HOMO   -10.6 eV
HOMO-LUMO gap   10.6 eV
Charge   0
Structure (SMILES)   N#C[SiH2]S

Each line ends with the natural charge from an NBO analysis.
Positions of all 7 atoms, in Å:
C: -1.489 -0.029 -0.203  -0.11
N: -2.570 0.195 -0.500  -0.33
Si: 0.391 -0.442 0.173  0.88
S: 2.078 0.765 -0.081  -0.34
H: 0.238 -1.588 -0.725  -0.13
H: 0.146 -0.528 1.738  -0.12
H: 1.207 1.626 -0.402  0.15

Run 2
The following is a quantum chemistry calculation of one molecule with the formula CH3NSSi, from the OMol25 dataset.

Summary:
E_HOMO   -10.1 eV
HOMO-LUMO gap   10.5 eV
Charge   0
Structure (SMILES)   N#CS[SiH3]

Each line ends with the natural charge from an NBO analysis.
Positions of all 7 atoms, in Å:
C: 1.195 -1.411 -0.416  0.04
N: 1.520 -2.430 0.036  -0.31
Si: -0.671 0.849 0.182  0.85
S: 0.967 0.110 -1.127  -0.09
H: -0.140 1.700 1.103  -0.17
H: -1.186 -0.233 0.821  -0.16
H: -1.685 1.416 -0.600  -0.16

According to the calculations, the structures order from most to least stable as run 1, run 2.

Run 1
The following is a quantum chemistry calculation of one molecule with the formula C5H12N2O, from the OMol25 dataset.

Summary:
E_HOMO   -8.5 eV
HOMO-LUMO gap   9.2 eV
Charge   0
Structure (SMILES)   CNCC(=O)N(C)C

Each line ends with the natural charge from an NBO analysis.
Positions of all 20 atoms, in Å:
O: 0.950 -0.337 -1.243  -0.64
C: 0.123 -0.016 -0.391  0.66
N: -1.105 0.422 -0.787  -0.42
C: -1.211 1.035 -2.138  -0.42
C: -2.195 0.804 0.087  -0.41
C: 0.400 -0.201 1.050  -0.33
N: 1.434 -1.115 1.612  -0.62
C: 2.570 -1.473 0.748  -0.40
H: -0.426 0.578 -2.726  0.25
H: -2.214 0.805 -2.483  0.20
H: -1.012 2.102 -2.035  0.19
H: -2.093 0.396 1.090  0.21
H: -3.120 0.409 -0.336  0.20
H: -2.306 1.887 0.188  0.19
H: -0.526 -0.531 1.558  0.21
H: 0.455 0.743 1.611  0.20
H: 1.712 -0.763 2.501  0.36
H: 3.171 -0.615 0.455  0.17
H: 2.204 -1.993 -0.121  0.22
H: 3.188 -2.138 1.360  0.19

Run 2
The following is a quantum chemistry calculation of one molecule with the formula C5H12N2O, from the OMol25 dataset.

Summary:
E_HOMO   -7.2 eV
HOMO-LUMO gap   8.0 eV
Charge   0
Structure (SMILES)   CN(C)N(C)CC=O

Each line ends with the natural charge from an NBO analysis.
Positions of all 20 atoms, in Å:
C: -1.327 -0.862 -0.335  -0.31
C: 1.102 -1.925 -0.410  -0.40
C: 1.121 1.200 0.752  -0.42
C: -0.389 1.755 -1.045  -0.42
N: 0.058 -0.952 -0.453  -0.30
N: 0.244 0.679 -0.282  -0.36
C: -1.078 -0.642 1.375  0.45
O: -0.587 -1.411 2.197  -0.55
H: -1.706 -1.521 -1.129  0.21
H: -2.122 -0.120 -0.450  0.20
H: -1.789 0.110 1.753  0.11
H: 1.448 -2.053 0.622  0.19
H: 1.933 -1.608 -1.056  0.21
H: 0.743 -2.894 -0.773  0.23
H: 0.544 1.751 1.501  0.18
H: 1.720 0.427 1.236  0.22
H: -0.989 1.410 -1.893  0.22
H: -1.092 2.318 -0.419  0.18
H: 1.830 1.913 0.318  0.18
H: 0.336 2.428 -1.510  0.20

Run 3
The following is a quantum chemistry calculation of one molecule with the formula C5H12N2O, from the OMol25 dataset.

Summary:
E_HOMO   -8.5 eV
HOMO-LUMO gap   9.5 eV
Charge   0
Structure (SMILES)   CC[C@]1(N)N[C@H]1CO

Each line ends with the natural charge from an NBO analysis.
Positions of all 20 atoms, in Å:
C: -0.135 0.152 0.262  0.25
C: 0.665 -0.099 -0.894  -0.11
C: 1.629 1.221 -1.396  -0.08
C: -0.343 -1.473 0.859  -0.40
C: -1.700 -1.512 1.544  -0.62
N: -0.779 0.227 -1.001  -0.61
N: -0.041 1.208 1.159  -0.85
O: 1.084 1.834 -2.557  -0.73
H: 1.316 1.327 -3.345  0.47
H: -0.888 1.190 -1.327  0.37
H: 1.086 -1.012 -1.290  0.20
H: -0.928 1.461 1.576  0.38
H: 0.689 1.101 1.852  0.38
H: 2.639 0.827 -1.576  0.16
H: 1.687 2.004 -0.635  0.19
H: -0.312 -2.221 0.067  0.20
H: 0.474 -1.666 1.558  0.19
H: -1.734 -0.833 2.397  0.19
H: -2.478 -1.221 0.839  0.21
H: -1.932 -2.515 1.907  0.20

According to the calculations, the structures order from most to least stable as run 1, run 3, run 2.

Run 1
The following is a quantum chemistry calculation of C5H12N2O as an isolated structure, from the OMol25 dataset.

Summary:
E_HOMO   -7.8 eV
HOMO-LUMO gap   8.8 eV
Charge   0

Each line ends with the natural charge from an NBO analysis.
Positions of all 20 atoms, in Å:
C: 1.637 -0.175 -0.060  0.02
C: -0.591 1.811 0.208  -0.42
C: -1.186 -1.490 -1.383  -0.68
C: 1.787 0.197 1.393  -0.66
N: -0.244 0.487 -0.276  -0.20
C: -1.231 -0.507 -0.244  0.44
O: 0.637 0.519 -1.408  -0.49
N: -2.061 -0.485 0.725  -0.73
H: -2.698 -1.278 0.684  0.34
H: 1.420 -1.228 -0.210  0.19
H: 2.516 0.102 -0.633  0.19
H: -1.406 2.189 -0.414  0.19
H: 0.266 2.476 0.125  0.21
H: -0.920 1.755 1.245  0.23
H: -2.091 -2.095 -1.388  0.22
H: -0.318 -2.145 -1.305  0.22
H: -1.088 -0.963 -2.332  0.25
H: 1.918 1.272 1.523  0.22
H: 0.953 -0.154 1.998  0.23
H: 2.701 -0.288 1.753  0.24

Run 2
The following is a quantum chemistry calculation of C5H12N2O as an isolated structure, from the OMol25 dataset.

Summary:
E_HOMO   -7.7 eV
HOMO-LUMO gap   6.6 eV
Charge   0

Each line ends with the natural charge from an NBO analysis.
Positions of all 20 atoms, in Å:
C: -0.969 -0.169 1.797  -0.13
O: -1.965 0.367 2.498  -0.84
C: -0.518 0.812 0.699  0.35
C: 0.850 0.757 0.033  -0.48
C: 1.132 -0.664 -0.401  -0.30
C: 1.253 -1.022 -1.669  0.01
N: 1.379 -2.333 -2.131  -0.81
N: -0.846 2.101 1.067  -0.79
H: -1.272 -1.166 1.429  0.18
H: -0.041 -0.245 2.412  0.21
H: -1.768 0.769 -0.979  0.15
H: -1.451 0.540 -0.309  0.00
H: 0.884 1.403 -0.842  0.22
H: 1.466 1.158 0.837  0.25
H: 1.204 -1.301 0.475  0.21
H: 1.352 -0.227 -2.401  0.19
H: 1.166 -2.415 -3.121  0.38
H: 0.847 -3.003 -1.592  0.38
H: -1.251 2.615 0.302  0.39
H: -1.452 2.024 1.896  0.44

According to the calculations, the structures order from most to least stable as run 1, run 2.

Run 1
The following is a quantum chemistry calculation of a 2-piece molecular cluster, C2H9NS2 overall, from the OMol25 dataset.

Summary:
E_HOMO   -8.7 eV
HOMO-LUMO gap   8.8 eV
Charge   0
Structure (SMILES)   CCN.SS

Each line ends with the natural charge from an NBO analysis.
Positions of all 14 atoms, in Å:
S: -3.169 -1.379 1.927  -0.13
S: -1.821 -0.962 3.516  -0.14
H: -2.175 -1.532 1.045  0.14
H: -0.732 -1.437 2.901  0.13
C: 0.395 1.520 -1.175  -0.63
C: 0.976 0.153 -1.394  -0.22
N: 1.104 -0.592 -0.135  -0.88
H: 1.143 2.201 -0.782  0.21
H: 0.110 1.926 -2.163  0.21
H: -0.568 1.528 -0.671  0.21
H: 0.369 -0.494 -2.008  0.18
H: 1.969 0.186 -1.845  0.19
H: 0.415 -0.267 0.520  0.35
H: 1.984 -0.849 0.266  0.37

Run 2
The following is a quantum chemistry calculation of a 2-piece molecular cluster, C2H9NS2 overall, from the OMol25 dataset.

Summary:
E_HOMO   -9.1 eV
HOMO-LUMO gap   9.3 eV
Charge   0
Structure (SMILES)   CCN.SS

Each line ends with the natural charge from an NBO analysis.
Positions of all 14 atoms, in Å:
S: -0.564 -2.301 -1.941  -0.14
S: -1.429 -3.941 -0.971  -0.12
H: -1.354 -2.429 -3.014  0.14
H: -0.316 -4.664 -0.978  0.13
C: 0.795 2.143 1.406  -0.62
C: 0.415 0.775 0.821  -0.22
N: -0.580 0.945 -0.253  -0.84
H: 1.462 2.656 0.693  0.19
H: 1.366 2.100 2.329  0.21
H: -0.113 2.736 1.410  0.22
H: -0.029 0.235 1.665  0.18
H: 1.276 0.190 0.474  0.16
H: -0.697 0.012 -0.639  0.36
H: -0.231 1.543 -1.001  0.35

According to the calculations, the structures order from most to least stable as run 2, run 1.

Run 1
The following is a quantum chemistry calculation of a 2-piece molecular cluster, C8H13N3O4 overall, from the OMol25 dataset.

Summary:
E_HOMO   -9.8 eV
HOMO-LUMO gap   10.2 eV
Charge   0
Structure (SMILES)   CC(=O)N(C(C)=O)N(C)C(=O)O.CC#N

Each line ends with the natural charge from an NBO analysis.
Positions of all 28 atoms, in Å:
C: 2.359 1.351 0.787  -0.73
C: 1.161 0.699 1.407  0.71
O: 1.283 -0.278 2.126  -0.56
N: -0.176 1.168 1.146  -0.42
C: -0.316 2.563 0.775  0.74
C: -1.205 3.360 1.675  -0.73
O: 0.214 3.040 -0.195  -0.53
N: -0.963 0.331 0.318  -0.32
C: -0.316 -0.204 -0.875  -0.45
C: -1.596 -0.636 1.149  0.90
O: -2.522 -0.355 1.882  -0.53
O: -1.101 -1.910 1.037  -0.73
H: 2.297 1.334 -0.291  0.25
H: 2.465 2.382 1.095  0.24
H: 3.239 0.806 1.084  0.24
H: -2.150 3.455 1.151  0.26
H: -1.397 2.856 2.608  0.24
H: -0.811 4.357 1.801  0.24
H: 0.258 0.564 -1.370  0.22
H: -1.068 -0.518 -1.581  0.24
H: 0.308 -1.071 -0.681  0.19
H: -0.607 -2.077 1.844  0.51
C: 0.516 -3.805 -2.752  -0.72
C: -0.691 -3.010 -2.944  0.30
N: -1.639 -2.387 -3.089  -0.34
H: 1.093 -3.402 -1.922  0.25
H: 0.245 -4.834 -2.530  0.26
H: 1.121 -3.780 -3.655  0.25

Run 2
The following is a quantum chemistry calculation of one molecule with the formula C8H13N3O4, from the OMol25 dataset.

Summary:
E_HOMO   -9.5 eV
HOMO-LUMO gap   9.1 eV
Charge   0
Structure (SMILES)   CC/C(=C\C(=N\O)C(N)=O)[C@@H](C)[N+](=O)[O-]

Each line ends with the natural charge from an NBO analysis.
Positions of all 28 atoms, in Å:
O: -2.842 1.733 -1.170  -0.60
O: 0.869 -4.183 0.411  -0.38
O: -1.269 -3.875 0.559  -0.36
N: -1.105 1.158 1.872  -0.08
O: -1.615 2.217 2.681  -0.60
C: -2.402 1.969 -0.051  0.60
C: -1.452 1.031 0.612  0.08
C: -1.069 -0.239 -0.073  -0.22
C: -0.041 -1.105 0.158  0.10
N: -2.967 3.100 0.511  -0.81
N: -0.156 -3.550 0.157  0.52
C: 0.513 -1.492 2.494  -0.60
C: 1.078 -2.382 -1.695  -0.62
C: 1.019 -0.915 1.179  -0.47
C: -0.075 -2.350 -0.701  -0.15
H: -1.269 2.226 3.611  0.51
H: -1.624 -0.493 -0.951  0.24
H: -3.816 3.454 0.072  0.42
H: -2.712 3.307 1.466  0.41
H: 0.576 -2.580 2.470  0.21
H: -0.500 -1.215 2.662  0.22
H: 1.082 -1.136 3.372  0.21
H: 1.061 -3.279 -2.308  0.23
H: 2.044 -2.415 -1.170  0.23
H: 1.036 -1.490 -2.331  0.23
H: 1.239 0.133 1.298  0.23
H: 1.966 -1.410 0.871  0.22
H: -0.986 -2.405 -1.290  0.24

According to the calculations, the structures order from most to least stable as run 1, run 2.